# C3H9NO2

2 unconnected molecules or ions with the total composition C3H9NO2 in a non-equilibrium geometry (the ωB97M-V functional and the def2-TZVPD basis, the OMol25 dataset).

Structure (ORCA input):
```
! wB97M-V def2-TZVPD RIJCOSX def2/J DEFGRID3
* xyz 0 1
C 1.456 1.559 1.744
C 0.923 0.024 1.884
O 1.644 -0.624 2.522
H 2.220 1.804 2.431
H 0.642 2.264 1.901
H 1.762 1.748 0.649
H 0.025 -0.308 1.354
N -0.976 -0.730 -0.716
C -1.126 0.210 -1.887
O -1.579 -0.496 -3.023
H -1.666 -0.942 -0.102
H -0.517 -1.505 -1.038
H -1.839 1.003 -1.550
H -0.073 0.640 -2.187
H -1.756 -1.390 -2.890
*
```

ΔE to the lowest compared entry with this formula, charge and spin in kJ/mol: 280.45
Energy in a.u.: -324.8658
LUMO in hartree: 0.0293
Orbital gap in eV: 9.99
SMILES string: CC=O.NCO

Atomic partial charges in e from the Löwdin method, atoms 1 to 2:
1. C -0.047
2. C -0.288